No. 1
Entry from the OMol25 dataset: an isolated ion of composition C7H16N and charge +1 (the ωB97M-V functional and the def2-TZVPD basis).

## Properties
Structure (SMILES): CC[C@]1(C)C[C@]1(C)[NH3+]
Calculated total energy, eV: -9000.3700
LUMO level, eV: -3.4
Charge: +1
Relative energy (zero: lowest compared OMol25 entry of this formula, charge and spin), kJ/mol: 186.7

Last column: Mulliken charge in e.
Geometry (Å):
C  0.43187  0.19394  1.39465  -1.426
C  -0.32926  -0.30628  0.16744  1.220
C  1.16842  0.13617  0.11914  0.633
C  -0.55097  -1.87214  0.02467  -1.440
C  2.39162  -0.70450  -0.06914  -1.690
C  -2.79334  0.41338  -0.22655  -1.316
C  -1.31584  0.64816  -0.60232  -0.389
N  1.56181  1.55510  -0.30631  -0.273
H  0.18914  1.16504  1.81923  0.308
H  0.85364  -0.47159  2.11858  0.330
H  -0.32075  -2.02716  -1.01368  0.399
H  -1.67342  -2.03137  0.27236  0.307
H  0.10168  -2.52737  0.65905  0.322
H  2.20632  -1.72109  -0.32936  0.403
H  3.07694  -0.82509  0.73935  0.438
H  3.08375  -0.12507  -0.74529  0.363
H  -2.95492  0.90954  0.64722  0.362
H  -3.08677  -0.69066  -0.18087  0.322
H  -3.35354  0.95752  -0.98344  0.385
H  -1.18404  1.72717  -0.48515  0.293
H  -1.27115  0.44858  -1.70427  0.364
H  2.43792  1.70204  0.26129  0.400
H  0.85596  2.20385  -0.04077  0.367
H  1.82608  1.59196  -1.25442  0.322

---

No. 2
Entry from the OMol25 dataset: one molecule with the formula C7H16N2O (the ωB97M-V functional and the def2-TZVPD basis).

## Properties
Calculated total energy, eV: -12541.2609
LUMO level, eV: 0.9
Charge: 0
Relative energy (zero: lowest compared OMol25 entry of this formula, charge and spin), kJ/mol: 580.2

Last column: Mulliken charge in e.
Geometry (Å):
C  0.90041  -0.60596  1.05857  0.468
C  2.27416  -0.23710  1.56801  -1.533
C  0.77602  -1.80153  0.24312  -0.822
N  0.45266  0.84911  0.04700  -0.086
N  0.33190  1.96378  0.94772  -0.810
H  1.28387  1.02016  -0.51434  0.389
H  0.11389  -0.47210  1.79895  0.437
H  -0.32326  1.68333  1.67193  0.245
H  -0.09953  2.71580  0.41354  0.352
H  2.55195  -0.93668  2.35969  0.414
H  3.01618  -0.33430  0.77206  0.385
H  2.31335  0.77306  1.97278  0.400
H  0.07987  -2.53398  0.64225  0.231
H  1.72693  -2.25320  -0.03433  0.378
H  0.28540  -1.41016  -0.82804  0.230
C  -0.75315  0.67569  -0.99365  1.473
C  -1.98583  0.31969  -0.20447  -0.693
C  -0.28614  -0.29668  -1.97289  -2.045
C  -2.53748  -0.88337  -0.12888  -0.893
O  -1.00622  2.04349  -1.46513  -0.558
H  -0.68578  2.05646  -2.37455  0.367
H  -2.42422  1.15152  0.33841  0.367
H  0.59312  0.03110  -2.53108  0.416
H  -1.05489  -0.73165  -2.60293  0.358
H  -2.12515  -1.73009  -0.66021  0.256
H  -3.41806  -1.05639  0.47648  0.276

---

No. 3
Entry from the OMol25 dataset: an isolated ion of composition C7H16N3 and charge +1 (the ωB97M-V functional and the def2-TZVPD basis).

## Properties
Structure (SMILES): CN1CCN(C)C1=[N+](C)C
Calculated total energy, eV: -11981.0666
LUMO level, eV: -2.5
Charge: +1
Relative energy (zero: lowest compared OMol25 entry of this formula, charge and spin), kJ/mol: 224.9

Last column: Mulliken charge in e.
Geometry (Å):
C  -0.00649  -0.04000  -0.05723  0.573
C  -1.97703  -1.01899  0.08376  -1.004
C  -2.28695  0.39386  0.46020  -0.473
C  -0.01434  -2.47852  -0.44004  -1.084
C  -0.75255  2.48117  0.02101  -1.178
C  1.85312  1.47862  -0.35757  -1.189
C  2.16599  -0.87757  0.46036  -1.259
N  -0.53265  -1.22167  0.03994  0.060
N  -1.01447  1.02219  -0.03226  -0.045
N  1.28476  0.13483  -0.12366  0.126
H  -2.46325  -1.74765  0.65444  0.526
H  -2.38881  -1.26323  -0.85185  0.409
H  -3.15406  0.69931  -0.15587  0.359
H  -2.34462  0.56589  1.49180  0.388
H  0.11537  -3.21901  0.34942  0.334
H  -0.52740  -2.85571  -1.28135  0.410
H  0.90624  -2.31106  -0.88757  0.366
H  -0.60238  2.73689  -0.97081  0.358
H  -0.07279  2.67700  0.73917  0.464
H  -1.73257  2.83235  0.37577  0.428
H  1.58392  1.93145  -1.30052  0.434
H  1.68569  2.23303  0.38056  0.399
H  2.89915  1.44179  -0.35257  0.416
H  2.58665  -1.63689  -0.35236  0.315
H  3.03933  -0.42250  0.93461  0.385
H  1.75012  -1.53559  1.17261  0.482

---

No. 4
Entry from the OMol25 dataset: C7H16N5 as an isolated structure (the ωB97M-V functional and the def2-TZVPD basis).

## Properties
Calculated total energy, eV: -14957.3315
LUMO level (alpha / beta), eV: -3.0 / -3.0
Charge: +1
Relative energy (zero: lowest compared OMol25 entry of this formula, charge and spin), kJ/mol: 440.7

Last column: Mulliken charge in e.
Geometry (Å):
C  0.63418  -0.17213  1.27674  -0.906
C  2.05641  -0.19336  1.01763  0.080
C  2.07385  -1.53868  -0.84681  -0.502
C  0.62223  -1.42036  -0.92592  -0.766
C  -0.06365  -0.67171  0.16041  0.937
C  -2.16318  -0.72446  -1.20217  -1.057
C  -2.20718  -0.54123  1.25650  -1.261
N  2.72167  -0.98863  0.09075  -0.663
N  -0.23449  2.18616  -0.05475  -0.200
N  2.07258  1.43624  -0.02195  -0.256
N  0.93613  1.57041  -0.79782  -0.641
N  -1.43807  -0.39379  -0.00234  -0.098
H  0.27828  0.37404  2.15531  0.487
H  2.70064  0.08749  1.85147  0.466
H  2.63091  -2.22909  -1.50985  0.393
H  0.35656  -0.86516  -1.79959  0.428
H  0.22833  -2.41675  -1.10955  0.575
H  -3.26221  -0.40142  -1.00307  0.372
H  -1.86413  -0.14468  -2.12576  0.344
H  -2.28048  -1.81499  -1.42186  0.343
H  -1.58633  -0.51580  2.10668  0.460
H  -2.92026  0.22840  1.45506  0.357
H  -2.77280  -1.43350  1.30815  0.400
H  -0.16903  2.35074  0.96896  0.370
H  -0.55029  3.13935  -0.41590  0.366
H  2.88603  1.29009  -0.65271  0.339
H  2.32483  2.38309  0.44868  0.313
H  -1.01052  1.41973  -0.20626  0.320

---

No. 5
Entry from the OMol25 dataset: a 2-piece molecular cluster, C7H16N5O overall (the ωB97M-V functional and the def2-TZVPD basis).

## Properties
Calculated total energy, eV: -17008.3435
LUMO level, eV: -2.4
Charge: +1
Relative energy (zero: lowest compared OMol25 entry of this formula, charge and spin), kJ/mol: 0.0

Last column: Mulliken charge in e.
Geometry (Å):
C  0.74777  -0.05013  0.46894  0.010
C  0.60308  0.25856  -0.87793  0.259
C  -0.04361  -0.81733  1.28313  0.513
C  2.95974  0.55857  -0.21472  -0.527
C  0.42386  -1.05493  2.76409  -1.299
C  1.66119  2.42761  -1.28404  -0.728
C  -4.00566  -1.37305  -0.41633  -0.012
N  2.05122  0.36072  0.92754  -0.211
N  -3.86551  -2.03623  0.67190  -0.291
N  -2.95267  -0.84103  -0.98068  -0.266
N  -0.39670  0.05849  -1.61976  -0.704
N  1.95602  0.96709  -1.29093  -0.003
O  -1.17261  -1.31132  0.93044  -0.901
H  3.74155  1.32216  -0.03808  0.328
H  3.56636  -0.32589  -0.56608  0.272
H  1.04961  -0.23656  3.20734  0.310
H  0.89316  -1.99729  2.68840  0.321
H  -0.53436  -1.12701  3.20631  0.421
H  1.33407  2.69829  -2.30598  0.349
H  0.78751  2.45008  -0.56460  0.267
H  2.53245  2.95694  -0.95647  0.334
H  -4.85737  -1.32914  -1.00998  0.393
H  2.30527  0.70879  1.89017  0.225
H  -4.57652  -2.67081  1.02154  0.234
H  -2.90892  -2.19314  1.12083  0.350
H  -1.87667  -0.94630  -0.44224  0.507
H  -3.03493  -0.33403  -1.85146  0.180
H  -0.46062  0.44671  -2.55182  0.213
H  2.12352  0.66994  -2.27692  0.457

---

No. 6
Entry from the OMol25 dataset: an isolated ion of composition C7H16NO2 and charge +1 (the ωB97M-V functional and the def2-TZVPD basis).

## Properties
Structure (SMILES): C/[NH+]=C(\OC)OC(C)(C)C
Calculated total energy, eV: -13095.6176
LUMO level, eV: -2.6
Charge: +1
Relative energy (zero: lowest compared OMol25 entry of this formula, charge and spin), kJ/mol: 79.2

Last column: Mulliken charge in e.
Geometry (Å):
C  -1.11127  -0.07291  -0.09935  0.921
C  1.51998  0.90544  1.06115  -1.485
C  2.16365  -1.32529  0.27044  -1.519
C  1.97420  0.66535  -1.44623  -1.327
C  -2.52933  1.79638  0.43713  -1.010
C  -2.14559  -2.27710  -0.24702  -0.718
C  1.48650  -0.04206  -0.09982  1.112
N  -1.36505  1.24523  -0.06555  0.010
O  -2.18125  -0.74002  -0.02269  -0.393
O  0.03090  -0.63930  -0.23431  -0.308
H  1.00932  1.76893  0.67880  0.347
H  0.83315  0.43243  1.78301  0.428
H  2.44814  1.04469  1.57477  0.423
H  1.98049  -2.28551  -0.40549  0.295
H  1.97409  -1.53563  1.28602  0.461
H  3.28020  -1.10132  0.26892  0.399
H  2.20944  -0.14452  -2.10312  0.414
H  1.33336  1.43417  -1.91434  0.294
H  2.86005  1.08433  -1.07545  0.446
H  -2.76738  2.51728  -0.36127  0.393
H  -3.34732  1.04691  0.25823  0.347
H  -2.49983  2.25004  1.40966  0.306
H  -1.97983  -2.85774  0.64261  0.308
H  -3.23230  -2.58490  -0.58446  0.265
H  -1.38401  -2.46395  -0.92740  0.356
H  -0.56029  1.87908  -0.08423  0.236

---

No. 7
Entry from the OMol25 dataset: one molecule with the formula C7H16O (the ωB97M-V functional and the def2-TZVPD basis).

## Properties
Structure (SMILES): CC(C)CC(C)(C)O
Calculated total energy, eV: -9566.1971
LUMO level, eV: 0.9
Charge: 0
Relative energy (zero: lowest compared OMol25 entry of this formula, charge and spin), kJ/mol: 7.1

Last column: Mulliken charge in e.
Geometry (Å):
C  -1.24716  0.25995  0.21158  1.816
C  1.42400  0.57633  -0.17718  1.027
C  -1.20845  -0.71088  1.39607  -1.736
C  -1.60756  -0.50114  -1.06837  -1.724
C  0.01539  1.13565  0.08078  -1.592
C  1.97442  -0.29519  0.95026  -1.541
C  1.58546  -0.13594  -1.51875  -1.547
O  -2.25582  1.24176  0.45817  -0.596
H  -3.10414  0.79455  0.55398  0.376
H  -2.20603  -1.11579  1.56847  0.490
H  -0.53856  -1.54143  1.20349  0.274
H  -0.88904  -0.19534  2.29782  0.340
H  -0.93167  -1.33174  -1.23758  0.278
H  -2.61819  -0.90122  -0.98264  0.486
H  -1.57621  0.16508  -1.92637  0.342
H  1.78635  0.15957  1.91935  0.358
H  1.14713  -1.12930  -1.49646  0.263
H  2.64330  -0.24708  -1.74993  0.446
H  1.11996  0.43353  -2.31890  0.358
H  0.05752  1.71843  1.00462  0.448
H  -0.20832  1.84486  -0.72039  0.445
H  2.05509  1.47421  -0.21824  0.281
H  1.53240  -1.28701  0.93888  0.264
H  3.05013  -0.41186  0.83134  0.444

---

No. 8
Entry from the OMol25 dataset: a 3-piece molecular cluster, C7H16O2 overall (the ωB97M-V functional and the def2-TZVPD basis).

## Properties
Calculated total energy, eV: -11604.1183
LUMO level (alpha / beta), eV: -5.1 / -7.5
Multiplicity: 2
⟨S²⟩: 0.78
Charge: +1
Relative energy (zero: lowest compared OMol25 entry of this formula, charge and spin), kJ/mol: 0.0

Last column: Mulliken charge in e.
Geometry (Å):
C  0.33635  1.51542  -1.62091  -1.032
C  -0.46873  1.07676  -0.38686  -0.720
C  0.38632  0.48506  0.69127  1.203
C  1.04096  1.27669  1.63063  -0.319
C  1.13962  2.74839  1.64989  -1.309
C  1.44718  -1.63782  1.43419  -0.918
C  0.55382  -0.93695  0.68878  0.063
H  0.93758  2.39534  -1.41811  0.351
H  -0.37835  1.61624  -2.43958  0.352
H  0.98106  0.70247  -1.97305  0.330
H  -1.19803  0.31456  -0.68578  0.316
H  -1.10629  1.85480  0.03082  0.435
H  1.73008  0.83419  2.34646  0.230
H  1.98022  3.00457  0.99408  0.342
H  1.37423  3.10411  2.65032  0.405
H  0.27957  3.24069  1.20448  0.341
H  1.57067  -2.69827  1.27362  0.308
H  1.91616  -1.25807  2.32843  0.269
H  0.00763  -1.40373  -0.11846  0.329
H  -1.68488  -2.47174  -2.39171  0.297
H  -0.24768  -2.11233  -2.70992  0.301
O  -1.15309  -1.89451  -2.95729  -0.606
H  -1.78001  -2.63095  0.13481  0.328
H  -2.60769  -1.47827  0.77463  0.303
O  -2.40362  -1.92484  -0.05710  -0.599